1.
51
Properties=species:S:1:pos:R:3:forces:R:3 method="wB97M-V/def2-TZVPD" total_charge=+1 homo_lumo_gap_ev=7.212 de_lowest_ev=2.719 lumo_ev=-4.882 e_homo_ev=-12.1 e_tot_ev=-27213.443
O -0.19461 5.44191 1.89253 1.191 -0.991 -0.257
O -1.42738 -2.71485 -2.07470 0.005 0.075 -0.343
O -0.72499 3.83153 3.31924 0.186 -0.479 -0.409
N -0.27509 2.55144 -2.45337 -2.457 0.914 -1.033
N 0.86871 2.02818 -2.10828 0.766 0.218 1.613
C 1.54851 -0.84508 -0.40323 -0.193 -0.908 1.273
C 0.78164 3.03827 1.59816 -0.812 1.153 -0.305
C -0.09575 4.11871 2.34883 -0.292 0.062 0.709
C -0.44077 -1.83797 0.89492 0.260 -1.190 0.208
C -0.94181 3.43129 -0.31574 2.089 -1.644 -2.371
C -0.08838 -2.48069 -4.02322 0.153 -0.092 0.314
C 2.50500 0.17714 0.30432 0.410 0.112 -0.802
C -0.99387 -2.87892 1.94893 -0.647 0.258 0.477
C 0.34025 2.89045 0.10646 -0.804 0.261 0.212
C -1.22269 3.20902 -1.75060 1.012 0.315 3.158
C -1.42103 -2.18435 3.31060 1.179 -0.246 0.085
C 1.23667 2.17436 -0.82664 -0.610 0.438 0.418
C -1.38789 -2.45818 -3.25945 -0.022 -0.104 0.287
C -2.63596 -2.10438 -4.02685 -0.182 -0.048 0.326
C 1.12221 -1.94293 0.68584 -0.671 0.969 -0.133
C -0.16131 -1.66060 4.14095 -0.506 -0.027 -0.089
C 2.62486 1.58253 -0.40387 -0.812 0.823 0.099
H -1.91485 -3.37574 1.54916 0.776 0.405 0.139
H 0.62553 2.09187 2.18449 0.313 0.832 -0.727
H -2.54459 -1.09944 -4.44429 0.022 -0.106 -0.216
H -2.16203 3.57664 -2.22923 1.161 -0.554 0.141
H -0.13920 -3.22190 -4.82258 -0.001 0.174 -0.126
H 0.11620 -1.49242 -4.44043 -0.044 -0.093 -0.207
H 2.23922 0.35848 1.38357 -0.012 -0.354 -1.098
H -1.64229 3.97826 0.34705 0.625 -0.499 -0.603
H 0.72344 -2.75035 -3.34728 -0.075 0.003 -0.037
H -0.25907 -3.71253 2.14149 -0.592 0.911 -0.120
H 1.45087 -2.96000 0.35343 -0.502 0.804 0.421
H -2.06783 -1.29879 3.09020 0.255 -0.890 0.148
H -3.49284 -2.12743 -3.35344 0.076 -0.018 -0.037
H 0.63342 5.90561 2.12519 -0.415 -0.057 -0.298
H 0.58702 -0.40115 -0.77031 0.922 -0.108 0.206
H 3.27086 1.60257 -1.31341 -0.575 -0.287 0.676
H -0.91718 -2.06080 -0.09252 0.333 0.511 0.914
H -1.97035 -2.90833 3.96371 0.255 0.624 -0.738
H 0.79334 -2.09029 3.75133 -0.723 0.412 0.242
H 3.06360 2.30758 0.33505 -0.257 -0.646 -0.787
H 3.53740 -0.27257 0.29825 -0.954 0.512 0.193
H -0.72688 -0.81022 1.26305 0.390 -0.780 -0.565
H 1.59135 -1.69788 1.67447 -0.094 -0.410 -0.918
H -0.50274 2.44357 -3.45081 0.423 -0.153 0.476
H 2.01908 -1.40037 -1.25216 -0.151 0.884 0.547
H -2.79924 -2.82899 -4.82634 0.055 0.169 -0.128
H 1.83921 3.39579 1.66961 -0.732 -0.549 -0.158
H -0.23811 -1.98234 5.21337 0.049 0.490 -0.946
H -0.12964 -0.53574 4.09455 0.229 -1.099 0.169

2.
77
Properties=species:S:1:pos:R:3:forces:R:3 method="wB97M-V/def2-TZVPD" homo_lumo_gap_ev=7.317 lumo_ev=-1.105 e_homo_ev=-8.4 e_tot_ev=-138319.683
S -9.00411 2.30965 -1.88337 0.514 -0.126 -0.011
S -2.94424 -0.57695 -0.43010 -0.287 -0.927 0.453
S 4.67708 -5.40089 -1.87786 -0.343 0.937 0.330
S 2.29243 2.63907 -4.25518 0.012 0.487 -0.864
S 2.51158 1.38268 6.35363 -0.605 0.028 0.050
P 2.05026 -0.85061 2.14913 0.552 -0.547 2.900
P 2.34377 -4.21337 2.15249 -1.923 -0.447 1.555
O 3.10797 1.65411 7.61028 0.247 0.042 -0.148
O 2.14440 1.23256 -4.14646 -0.056 0.025 0.091
O -3.11850 -2.05015 -1.03783 -0.355 0.536 0.086
O -3.48682 -0.88855 1.04841 0.400 0.047 -0.384
O 2.42216 -5.80365 1.78768 0.836 1.616 -0.161
O -3.85819 0.29087 -1.08401 0.293 0.158 -0.148
O 3.24065 0.83986 5.26660 0.333 0.327 0.478
O 2.51873 3.47390 -3.13112 0.113 -0.247 0.127
O 3.20287 -4.00523 3.48021 0.308 -1.111 -1.144
O -1.55671 -0.28802 -0.33965 -0.200 0.427 0.144
O 3.42672 2.95275 -5.35031 -0.320 0.229 0.344
O 0.45759 -1.22904 2.19531 1.345 1.264 -1.573
O 1.03763 3.21663 -5.07758 0.309 -0.459 -0.034
O 0.92273 -3.91247 2.43503 0.230 0.396 -0.636
O -9.77638 2.58157 -0.72616 -0.174 -0.087 -0.117
O -8.18333 0.94760 -1.63680 -0.140 0.485 0.306
O -7.74436 3.31183 -1.91684 -0.223 -0.369 -0.250
O 2.15481 0.78232 2.02799 -1.016 -1.244 -1.005
O 1.75492 2.71325 5.85567 0.054 -0.262 0.398
O 1.20759 0.47350 6.58892 0.258 0.202 -0.434
O -9.57074 2.26815 -3.18305 -0.179 0.163 0.097
N 4.79368 -3.85694 -2.43226 -0.349 -0.813 1.051
N 3.90432 -5.15967 -0.48267 -0.172 -0.074 0.113
N 2.75613 -1.26175 3.46969 -0.132 0.618 -0.726
C 1.51311 4.01675 -6.16560 0.198 0.553 0.004
C 0.36935 2.43043 5.64086 -0.289 -0.178 -0.454
C 0.04594 1.30572 6.60203 -0.191 0.303 0.415
C 2.99821 -3.16463 0.77479 0.263 0.006 0.619
C 2.88825 -1.76146 0.77125 -0.094 -0.608 -1.905
C -4.06232 -2.20101 1.09080 -0.529 -0.280 -0.087
C 4.21924 -3.13644 -1.47437 -1.050 1.543 1.398
C 3.44571 -1.04417 -0.40615 0.525 0.035 0.643
C 3.34889 0.48141 -0.56661 -0.400 -0.239 -0.657
C -3.31583 -2.98540 0.03408 0.475 -0.304 0.430
C 1.90339 0.84752 -1.09340 -0.017 -0.723 -0.517
C -6.55946 2.61861 -1.50891 0.239 -0.098 0.483
C 3.66438 -3.84616 -0.31088 1.197 -0.064 -1.913
C -6.79450 1.17777 -1.90500 0.245 -0.052 -0.501
C 4.06228 -1.70847 -1.43716 0.277 0.011 -0.321
C 1.07743 -0.40133 -1.55391 -0.434 1.133 -0.226
C 2.81721 3.36654 -6.57763 -0.190 -0.265 -0.457
H -6.45902 2.72122 -0.42598 0.032 -0.025 -0.020
H 3.12299 -0.40420 3.90512 -0.229 -0.825 0.078
H -0.83348 0.74096 6.30215 0.195 -0.200 -0.061
H 1.97582 -5.86351 0.92541 0.242 -0.421 0.191
H 2.64264 2.47815 -7.18862 -0.011 0.036 -0.012
H 1.67474 5.03170 -5.79486 0.012 -0.003 -0.060
H 2.63982 -3.53005 4.11608 0.226 0.360 -0.272
H 2.01975 1.46154 -2.00416 -0.175 -0.171 1.138
H 0.10368 -1.00846 1.31007 -0.523 -0.350 0.277
H -6.17526 0.48697 -1.34275 -0.221 -0.045 0.086
H -0.23244 3.31790 5.82431 0.230 0.093 0.077
H 0.78489 4.03879 -6.97251 -0.128 -0.190 0.162
H 1.58076 -0.95993 -2.35831 -0.072 0.032 0.586
H 0.13872 -0.01163 -1.99034 0.448 -0.249 0.194
H 4.05831 0.76826 -1.36820 -0.326 -0.225 0.448
H -5.68374 3.04295 -1.99404 -0.173 0.121 -0.113
H -5.12413 -2.11601 0.84850 0.017 -0.020 0.010
H -3.87118 -3.85363 -0.31105 -0.024 0.166 -0.252
H 3.46980 4.05128 -7.11429 0.139 -0.025 0.219
H 4.44690 -1.12699 -2.28727 -0.177 -0.268 0.437
H -3.95165 -2.63374 2.08213 0.164 0.227 0.034
H 1.44727 1.08146 1.42867 0.372 0.345 0.179
H 0.77258 -1.03189 -0.70138 0.343 -0.066 -0.600
H 0.24245 2.11356 4.60280 -0.024 -0.023 0.028
H -0.09230 1.68004 7.61955 -0.051 0.030 -0.037
H -2.33359 -3.30216 0.39339 -0.044 -0.024 0.038
H 1.27528 1.39482 -0.36556 0.416 0.014 -0.328
H 3.65492 1.04659 0.32474 -0.279 -0.359 -0.296
H -6.62683 1.02785 -2.97438 0.063 0.018 0.028

3.
54
Properties=species:S:1:pos:R:3:forces:R:3 method="wB97M-V/def2-TZVPD" homo_lumo_gap_ev=9.273 smiles="CCOCCCNCC(=O)Nc1ccc(S(=O)(=O)N[C@H](C)CC)cc1" de_lowest_ev=0.000 lumo_ev=0.632 e_homo_ev=-8.6 e_tot_ev=-41595.373
S -4.38860 -1.53377 0.71411 -0.148 0.102 -0.469
O 1.93313 -3.20046 -1.62246 -0.049 -0.166 -0.206
O -4.69798 -0.99168 2.00385 0.286 0.195 -0.034
O -5.00185 -2.75731 0.29183 0.251 -0.002 -0.244
O 2.39693 0.90040 1.04006 -0.023 -0.151 0.002
N 1.50692 -1.73641 0.08978 0.093 0.279 0.348
N -4.82086 -0.39372 -0.41177 -0.127 -0.748 0.608
N 4.01527 -1.59092 0.78831 0.187 -0.268 0.231
C -2.07472 -2.44001 -0.45176 0.002 -0.002 0.048
C 5.15267 -0.70210 0.94109 0.138 0.300 -0.228
C 1.98807 1.55952 -1.31810 0.045 -0.002 0.420
C -2.35195 2.49388 -0.46908 -0.122 -0.167 -0.186
C -5.51968 1.91938 -0.62172 0.199 -0.207 0.266
C 3.69986 1.36823 1.32404 0.307 0.031 -0.045
C 0.12823 -1.76212 0.22652 -0.392 -0.056 -0.088
C 1.62073 1.68603 0.15858 -0.207 0.169 -0.255
C -1.79914 -0.97922 1.44057 -0.019 0.040 0.061
C -3.09326 1.27885 -1.01447 0.014 0.015 0.271
C -0.70429 -2.48731 -0.62851 -0.001 -0.059 -0.131
C -2.61259 -1.68057 0.56954 -0.704 -0.020 0.222
C 4.81575 0.72304 0.49114 -0.236 -0.241 0.348
C -0.43002 -1.01974 1.27274 0.011 -0.066 -0.129
C 3.77836 -2.08671 -0.55305 -0.025 -0.133 -0.036
C -4.38280 0.97424 -0.23503 0.204 0.470 -0.042
C 2.30062 -2.42598 -0.76633 0.306 0.091 0.063
H 5.71414 1.33390 0.59658 0.039 0.055 -0.074
H -2.96607 3.38783 -0.53459 -0.009 0.168 0.029
H 0.22457 -0.48202 1.94230 0.071 0.076 0.098
H -0.26821 -3.07634 -1.41825 0.004 -0.011 -0.016
H 5.41831 -0.67858 2.00061 0.043 -0.023 -0.033
H -3.34320 1.44224 -2.06572 -0.017 -0.071 -0.083
H -2.43287 0.41020 -0.96025 -0.029 0.022 -0.070
H 3.87285 1.14201 2.38200 0.041 0.105 -0.056
H 1.24238 2.07804 -1.91524 -0.075 0.065 -0.101
H 6.03525 -1.05179 0.37959 -0.044 0.001 0.132
H -2.08358 2.33610 0.57288 0.060 0.015 0.150
H 3.73504 2.45796 1.19601 -0.047 -0.047 0.053
H -4.82915 -0.73999 -1.35634 0.004 -0.246 -0.178
H -1.44013 2.66524 -1.03690 0.101 0.091 -0.016
H 4.37503 -2.97143 -0.81934 -0.151 0.129 -0.010
H 1.67205 2.74224 0.46147 -0.060 -0.104 0.037
H -2.25768 -0.42034 2.24076 0.033 0.096 0.142
H -5.74428 1.82444 -1.68182 -0.030 0.012 -0.146
H 4.07804 -2.36720 1.43622 0.018 0.071 -0.063
H -2.74044 -2.99487 -1.09398 -0.002 -0.120 -0.138
H 4.53289 0.71993 -0.56035 0.054 0.094 -0.092
H 2.00187 0.51371 -1.61444 0.001 -0.113 -0.077
H -5.24869 2.94937 -0.40915 0.002 0.154 -0.037
H 4.02689 -1.30282 -1.27442 -0.008 -0.039 -0.001
H 2.95792 2.00562 -1.52469 0.088 0.033 -0.080
H 0.59599 1.33303 0.30431 0.046 0.136 -0.015
H -6.41000 1.66603 -0.05431 -0.111 0.027 0.042
H 2.01721 -1.09991 0.70765 -0.058 -0.175 -0.126
H -4.19498 1.06188 0.83952 0.044 0.199 -0.069

4.
50
Properties=species:S:1:pos:R:3:forces:R:3 method="wB97M-V/def2-TZVPD" homo_lumo_gap_ev=8.371 smiles=CCSc1ccccc1N(C)CCCN1CCN(C)CC1 de_lowest_ev=0.000 lumo_ev=0.813 e_homo_ev=-7.6 e_tot_ev=-33403.618
S -2.80423 2.88927 -1.37304 0.451 -0.131 -0.238
N 1.78973 -3.97252 -1.02720 0.580 -1.015 0.914
N 1.43558 -1.81431 0.87956 0.083 0.581 -0.861
N -1.40209 1.29482 1.01346 -1.316 -1.026 -0.778
C 1.44210 -0.93595 2.08264 0.526 -1.870 0.206
C -1.30203 2.66872 0.99463 -0.509 0.690 -0.348
C 1.93317 -4.97767 -2.10013 -0.357 1.130 1.108
C 0.47124 -3.71174 -0.45000 0.539 -0.958 0.306
C -1.81228 4.92570 0.17032 0.097 -1.150 -0.892
C 2.57888 -2.76130 -1.16915 -0.112 0.193 0.593
C 2.73544 -1.97674 0.19276 -0.707 -0.931 0.092
C 0.62466 -3.05699 0.92882 1.441 0.302 0.376
C -0.53775 3.26147 1.98439 0.940 1.398 0.758
C 0.10073 -0.27100 2.24436 -0.081 -0.779 -1.197
C -1.31878 2.44179 -2.36543 0.301 -1.087 0.531
C -2.72770 0.60153 0.96752 0.445 0.358 -0.189
C -1.93202 3.51677 0.04636 -0.072 0.800 0.284
C -0.20263 0.46961 0.94472 -0.340 0.136 0.178
C -1.63237 1.50212 -3.52915 -0.288 0.936 -0.516
C -0.99969 5.46726 1.13481 0.176 0.378 0.626
C -0.37141 4.65313 2.06391 0.340 -0.395 0.793
H -0.64071 1.89843 -1.67399 -0.330 0.481 -0.252
H 1.14801 -3.78849 1.57709 -0.203 -0.012 -0.054
H 0.20188 5.11748 2.91579 -0.522 -0.668 -1.125
H -0.80868 3.32093 -2.74374 -0.021 0.271 0.166
H -2.76783 -0.08034 1.81927 -0.130 -0.004 0.095
H 2.96106 -5.23391 -2.26951 0.710 0.090 0.158
H 3.59036 -3.02062 -1.53586 -0.501 0.153 0.114
H 1.72301 -1.51817 2.99115 -0.328 -0.006 -0.216
H -0.83831 6.53071 1.19243 -0.138 0.236 -0.047
H 0.69557 1.06338 0.66932 -0.676 0.021 0.168
H 2.25114 -0.19854 2.05783 -0.134 0.031 -0.704
H 3.40094 -2.57757 0.84859 0.124 0.203 -0.312
H -0.34397 -2.86066 1.38251 -0.105 0.155 -0.127
H -0.69481 1.13715 -3.95544 -0.060 -0.074 0.088
H -2.25604 5.56134 -0.60304 0.022 -0.307 0.369
H 0.13940 0.44685 3.01621 -0.070 0.642 1.210
H -2.12715 2.08959 -4.33712 0.044 -0.646 0.494
H 3.19011 -0.98009 0.01224 -0.297 -0.588 0.082
H 1.55001 -4.61227 -3.02430 -0.506 0.330 -1.137
H -0.08560 -4.67711 -0.31239 0.541 0.775 -0.184
H -0.10991 -3.07669 -1.09732 -0.570 0.527 -0.459
H -0.30573 -0.26722 0.15398 -0.129 -0.092 -0.246
H -0.66889 -1.03529 2.46135 0.210 0.513 0.031
H -2.24717 0.65638 -3.21897 -0.010 0.077 -0.107
H -3.60888 1.28726 1.02806 1.093 -0.269 0.047
H -2.88869 -0.01353 0.06199 0.316 0.337 0.138
H 1.43140 -5.90222 -1.87216 -0.404 -0.237 0.391
H -0.02799 2.64631 2.72570 -0.290 0.014 -0.174
H 2.06890 -2.12704 -1.90384 0.227 0.485 -0.153